<1>
The following is a DFT calculation (the ωB97M-V functional and the def2-TZVPD basis) of a structure of composition CH4NO2.

XYZ file:
```
8
Properties=species:S:1:pos:R:3:mulliken_charge:R:1
C -0.477 0.056 0.436 0.161
N 0.770 -0.034 -0.304 -0.430
O -1.495 0.876 0.128 -0.187
O -1.518 -0.504 -0.173 -0.217
H -0.499 -0.163 1.823 0.384
H 0.458 0.125 -1.354 0.452
H 1.114 -1.033 -0.387 0.407
H 1.647 0.678 -0.169 0.431
```

Properties
HOMO-LUMO gap = 0.427 Ha
total charge = +1

---

<2>
The following is a DFT calculation (the ωB97M-V functional and the def2-TZVPD basis) of the ion CH4NO2 with charge +1.

XYZ file:
```
8
Properties=species:S:1:pos:R:3:mulliken_charge:R:1
C 0.903 0.255 0.129 -0.616
N -0.332 -0.272 -0.229 0.148
O -2.542 -0.196 0.041 -0.211
O -1.330 0.286 0.217 0.304
H 1.164 -0.032 1.275 0.319
H 1.646 -0.327 -0.592 0.312
H 0.974 1.414 0.024 0.335
H -0.484 -1.128 -0.864 0.410
```

Properties
HOMO-LUMO gap (alpha / beta) = 0.322 / 0.322 Ha
total charge = +1

---

In order of decreasing stability: <1>, <2>.

---

<1>
The following is a DFT calculation (the ωB97M-V functional and the def2-TZVPD basis) of a cluster of 2 separate species, C3H10N2O in total.

XYZ file:
```
16
Properties=species:S:1:pos:R:3:mulliken_spin:R:1
C 0.698 1.777 0.645 0.558
O 1.415 0.580 0.237 -0.626
C -0.246 1.633 1.900 1.545
H 1.545 2.377 1.026 -0.011
H 0.326 2.126 -0.329 -0.226
H 0.191 0.708 2.280 -0.207
H -0.038 2.564 2.440 -0.240
H -1.285 1.408 1.639 -0.551
N -0.990 -1.074 -1.449 1.178
C -0.328 -2.170 -1.917 0.294
N 0.410 -2.983 -1.241 0.095
H -0.839 -0.796 -0.479 -0.225
H -1.456 -0.517 -2.151 -0.512
H -0.736 -2.540 -2.862 -0.092
H 0.937 -0.266 0.501 0.189
H 0.397 -2.826 -0.236 -0.170
```

Properties
2S+1 = 2
HOMO-LUMO gap (alpha / beta) = 0.120 / 0.348 Ha
total charge = -1

---

<2>
The following is a DFT calculation (the ωB97M-V functional and the def2-TZVPD basis) of a cluster of 2 separate species, C3H10N2O in total.

XYZ file:
```
16
Properties=species:S:1:pos:R:3:mulliken_spin:R:1
O 0.552 0.611 1.402 0.239
C 1.107 -0.381 2.033 0.676
C 1.039 -0.485 3.547 -0.062
H 1.720 -1.146 1.511 0.019
H 1.385 0.463 3.991 0.040
H 1.551 -1.392 3.870 0.017
H -0.026 -0.547 3.845 0.066
N -0.228 1.025 -3.120 0.003
C -1.381 0.538 -2.347 0.001
N -1.153 -0.490 -1.355 0.006
H 0.408 1.501 -2.491 -0.001
H 0.244 0.230 -3.531 -0.001
H -1.758 1.411 -1.807 0.000
H -2.169 0.248 -3.036 0.001
H -0.912 -1.388 -1.758 -0.002
H -0.379 -0.198 -0.753 -0.001
```

Properties
2S+1 = 2
HOMO-LUMO gap (alpha / beta) = 0.131 / 0.257 Ha
total charge = -1

---

In order of decreasing stability: <2>, <1>.

---

<1>
The following is a DFT calculation (the ωB97M-V functional and the def2-TZVPD basis) of a structure of composition C2H4OS.

XYZ file:
```
8
Properties=species:S:1:pos:R:3:mulliken_charge:R:1
C -1.468 0.035 0.281 -0.757
C 0.363 0.695 0.002 0.071
O 1.252 -0.089 -0.345 -0.333
S 2.926 0.034 0.332 -0.108
H -2.190 0.302 -0.452 0.294
H -1.599 -1.011 0.236 0.294
H 0.259 1.741 0.322 0.363
H 2.945 -1.294 0.630 0.175
```

Properties
HOMO-LUMO gap (alpha / beta) = 0.303 / 0.254 Ha

---

<2>
The following is a DFT calculation (the ωB97M-V functional and the def2-TZVPD basis) of a cluster of 2 separate species, C2H4OS in total.

XYZ file:
```
8
Properties=species:S:1:pos:R:3:mulliken_charge:R:1
C 0.580 0.173 -0.163 -0.275
C -0.906 0.642 -0.160 -0.133
H 0.000 -1.625 1.077 0.223
H 0.897 0.468 0.894 0.258
H 1.426 0.391 -1.084 0.287
H -0.907 1.722 -0.045 0.336
O 0.843 -1.144 -0.301 -0.485
S -1.934 -0.629 -0.219 -0.212
```

Properties
HOMO-LUMO gap = 0.294 Ha

---

In order of decreasing stability: <2>, <1>.